1.
Here is 5 unconnected molecules or ions with the total composition C24H44N3O13 in a non-equilibrium geometry from OMol25. Energies are from ωB97M-V/def2-TZVPD.

As for the total charge: +1. The calculation puts the orbital gap at 8.3 eV. For the molecular weight, the calculation gives 582.6 g mol⁻¹.

Last column: Mulliken charge in e.
Geometry (Å):
1 O -0.5245 -6.9017 0.0045  -0.281
2 O 1.7381 0.6462 1.1303  -0.052
3 O -1.9445 -6.1499 1.5397  -0.337
4 O 0.4395 -3.5793 -0.3045  -0.332
5 O -2.4927 5.3841 5.1381  -0.334
6 O -0.9070 4.7561 3.7004  -0.343
7 O 0.1704 2.2520 0.8965  -0.375
8 O 2.4394 -3.6555 0.7238  -0.598
9 O 2.1946 -4.4247 -1.3821  -0.409
10 O 0.4396 1.1809 2.8481  -0.353
11 O -1.4492 1.5035 -4.1563  -0.307
12 O -0.3592 5.1898 5.8444  -0.516
13 O -2.0544 -5.3505 -0.5594  -0.596
14 N -3.6043 3.1188 -1.8258  -0.446
15 N -2.6650 3.8969 -3.8513  -0.272
16 N -2.3449 1.6518 -3.1147  -0.009
17 C 0.7356 1.4321 1.5638  0.404
18 C -0.0279 -7.3597 1.2746  -0.458
19 C -0.9902 -7.0243 3.6052  -1.446
20 C 2.0417 1.4461 -2.5496  -1.742
21 C 2.8735 2.9232 -0.6705  -1.265
22 C -0.0617 0.3357 -1.7477  -1.603
23 C 0.6596 0.9108 -2.9697  1.159
24 C -2.1579 4.5613 3.0291  0.489
25 C -1.2620 -7.2705 2.1431  0.446
26 C 1.0365 -4.7245 -2.1989  0.877
27 C -1.1689 5.1184 4.9856  0.611
28 C 1.5296 0.0430 4.7108  -1.544
29 C 2.3223 0.0237 2.2933  -0.601
30 C 1.1565 -0.0091 3.2514  0.536
31 C -0.1398 1.9434 -3.7304  -0.619
32 C 2.0717 2.8864 -1.9868  1.518
33 C 1.7606 -3.8686 -0.2306  0.664
34 C -2.8726 2.8975 -2.9538  0.285
35 C -2.0396 4.9087 1.5653  -0.808
36 C 2.7984 3.7988 -3.0051  -1.946
37 C -1.5601 -6.0686 0.2529  0.686
38 C -3.0714 5.4613 3.8329  -0.472
39 C 1.3554 -4.6045 -3.6677  -1.557
40 C 0.0490 -3.7112 -1.6796  -0.278
41 H 1.0881 3.2846 -1.7446  -0.008
42 H 0.4429 -4.6591 -4.2614  0.364
43 H -4.1042 5.1217 3.8533  0.342
44 H -1.9180 -7.0376 4.1757  0.359
45 H 3.1421 0.6538 2.6442  0.275
46 H 0.6438 -0.0496 5.3378  0.381
47 H -1.0134 -0.0826 -2.0791  0.501
48 H -3.0380 6.5010 3.4968  0.299
49 H -0.2376 2.8848 -3.1918  0.205
50 H 2.3982 0.7921 -1.7547  0.486
51 H -0.9744 -4.0395 -1.7585  0.480
52 H 0.3681 -8.3677 1.1880  0.334
53 H 1.9995 0.9964 4.9532  0.358
54 H -3.1895 3.9114 -4.7076  0.226
55 H 0.5050 -0.5048 -1.3588  0.434
56 H 2.2142 -0.7677 4.9583  0.373
57 H 2.7734 1.3437 -3.3492  0.696
58 H 3.7042 2.2257 -0.6913  0.444
59 H 0.1569 -2.7347 -2.1651  -0.053
60 H -1.5639 5.8810 1.4334  0.319
61 H 2.0209 -5.4066 -3.9843  0.394
62 H -0.5333 -6.0449 3.7494  0.343
63 H 0.5113 -0.8680 3.0508  0.232
64 H -3.5327 2.3311 -1.1837  0.321
65 H 0.3843 2.1852 -4.6531  0.340
66 H 2.6145 3.4835 -4.0308  0.386
67 H -0.3276 -7.7910 4.0059  0.378
68 H -2.0055 4.6281 -3.6544  0.251
69 H -0.2496 1.0884 -0.9893  -0.032
70 H 0.7138 -5.7386 -1.9611  0.138
71 H -1.4127 4.1719 1.0600  -0.044
72 H 2.5616 4.8496 -2.8590  0.403
73 H -3.2968 3.9369 -1.3009  0.236
74 H 0.7660 -6.6834 1.6004  0.288
75 H -3.0098 0.8796 -3.1236  0.308
76 H 2.1639 2.6947 0.1168  -0.226
77 H 2.7039 -0.9632 2.0438  0.355
78 H -1.8953 -8.1517 2.0146  0.262
79 H -2.4415 3.5114 3.1482  0.200
80 H 3.8655 3.6743 -2.8281  0.455
81 H 1.8638 -3.6618 -3.8757  0.343
82 H -3.0242 4.9293 1.0889  0.276
83 H 0.8447 0.0759 -3.6493  0.293
84 H 3.2035 3.9490 -0.5135  0.505

2.
Here is 9 unconnected molecules or ions with the total composition C24H44NO27S3 in a non-equilibrium geometry from OMol25. Energies are from ωB97M-V/def2-TZVPD.

As for the total charge: -1. The calculation puts the orbital gap at 8.9 eV. For the molecular weight, the calculation gives 874.8 g mol⁻¹.

Last column: Mulliken charge in e.
Geometry (Å):
1 S -0.7660 4.0163 -4.4799  1.344
2 S -5.0160 -0.0257 2.8021  1.151
3 S 5.1640 -2.2867 1.1221  1.350
4 O 5.4340 -1.1977 2.3221  -0.211
5 O 2.3220 1.8703 3.2961  -0.322
6 O -3.6360 -4.1427 -4.1409  -0.625
7 O 5.6820 -1.5497 0.0201  -0.659
8 O -0.3230 0.7833 -0.3189  -0.056
9 O -5.7140 3.6833 -0.2109  -0.679
10 O -0.4560 -1.3647 -0.1539  -0.281
11 O 0.6490 -4.7637 2.8331  -0.287
12 O 1.3410 -0.3277 -0.9089  -0.625
13 O 4.1830 2.5673 2.3951  -0.391
14 O 0.7810 3.4633 -4.0559  -0.402
15 O -0.3920 -3.0317 -6.3009  -0.623
16 O -1.0470 -1.4337 -4.8719  -0.411
17 O 0.2800 -5.8907 4.6771  -0.682
18 O -4.0810 -2.5937 -2.4229  -0.326
19 O -2.5740 -4.3317 -2.2519  -0.390
20 O 3.5860 3.5633 4.3691  -0.638
21 O 0.9840 -1.5137 -5.4289  -0.421
22 O 5.9630 -3.3767 1.4601  -0.685
23 O -1.1560 4.8833 -3.3679  -0.609
24 O -3.5220 3.6553 -0.0329  -0.381
25 O -1.4860 2.7973 -4.8239  -0.622
26 O -0.8570 -4.0847 4.1501  -0.371
27 O -4.4130 2.5353 -1.6449  -0.400
28 O -3.3760 0.1603 3.2031  -0.301
29 O -5.1470 -0.9837 1.6891  -0.539
30 O -5.5490 1.2893 2.6221  -0.618
31 N 0.0790 -0.3157 -0.5989  0.158
32 C -0.4510 -0.5197 -4.0369  0.872
33 C -3.4660 -3.6717 -3.0069  0.637
34 C -3.6440 -2.6177 -1.1259  0.300
35 C -0.0510 -3.9077 1.9591  1.097
36 C -0.2040 -2.0617 -5.5819  0.602
37 C 0.9830 -0.5797 -4.3369  0.152
38 C 6.7500 -1.1387 2.6581  -0.823
39 C 6.9830 -0.1337 3.8521  -1.193
40 C 2.2340 1.4513 1.9671  0.609
41 C -4.6180 3.2943 -0.6489  0.663
42 C 0.8490 2.8503 -2.7009  0.301
43 C -2.7360 1.1153 2.4701  0.162
44 C 0.0660 -4.9367 3.9091  0.595
45 C -2.6300 -3.8347 -1.0059  0.496
46 C -0.6010 5.0503 -5.8719  -1.465
47 C 2.3580 2.8023 -2.2729  -0.839
48 C -5.6680 -0.7947 4.1511  -0.898
49 C -2.4300 3.0163 -0.5929  1.013
50 C 3.5970 1.8433 1.3651  -0.309
51 C -2.9760 2.3273 -1.7599  -0.252
52 C 3.4550 -2.6237 0.9561  -0.557
53 C -1.2950 1.2293 2.9921  -1.015
54 C 3.3540 2.8063 3.3721  0.598
55 C -1.0000 -3.2647 3.0151  -0.423
56 H 3.0770 3.6073 -2.1289  0.429
57 H 2.7950 2.0673 -2.9199  0.314
58 H 2.6360 -1.7577 0.8301  -0.064
59 H -5.6610 -0.2097 5.0441  0.342
60 H -0.7830 -0.6987 -2.9279  -0.367
61 H -1.9320 2.3223 0.3191  -0.595
62 H -2.8080 2.5343 -2.7639  0.317
63 H -0.8560 0.3333 2.5851  0.006
64 H -1.9680 -3.1587 2.8261  0.557
65 H 2.2590 0.4543 1.9381  0.174
66 H -0.4130 -2.3397 3.4501  0.051
67 H -3.2950 2.0983 2.5601  0.405
68 H 3.2500 -2.7797 2.1181  0.273
69 H -4.4990 -2.7067 -0.4519  0.212
70 H -2.8900 -4.5097 -0.2299  0.385
71 H -1.5910 3.5723 -0.8759  0.020
72 H 0.2790 3.3663 -1.9419  0.290
73 H -6.6710 -1.1417 3.8461  0.366
74 H -0.6750 2.0903 2.6551  0.341
75 H 0.0140 5.8053 -5.6519  0.405
76 H -0.9060 0.4063 -4.2299  -0.111
77 H -1.4890 5.0933 -6.3219  0.518
78 H 0.6480 -3.1397 1.5891  -0.393
79 H 6.3700 -0.5737 4.7191  0.256
80 H -0.2410 4.4993 -6.6479  0.484
81 H -2.9870 1.0193 1.3061  -0.099
82 H -2.9530 1.3663 -1.6149  0.202
83 H 1.4720 1.9763 1.2891  -0.212
84 H 4.2200 0.9633 1.2921  -0.052
85 H 1.4560 -1.0007 -3.5879  0.264
86 H -3.2650 -1.5837 -0.8589  -0.287
87 H 7.9940 -0.1377 4.0931  0.392
88 H 7.3260 -1.0097 1.9791  0.786
89 H 6.6810 0.9003 3.8911  0.336
90 H -1.3740 0.9533 4.0211  0.509
91 H -0.7160 -4.2087 1.0201  -0.167
92 H 0.3930 1.8943 -2.5249  -0.047
93 H -1.4470 -3.6077 -0.7589  -0.376
94 H 3.3720 -3.5657 0.3641  0.426
95 H 1.4990 0.3983 -4.6679  0.045
96 H -4.9980 -1.7557 4.3771  0.237
97 H 6.9160 -2.1567 3.0701  0.326
98 H 2.3180 2.2293 -1.3119  -0.179
99 H 3.6490 2.3393 0.5571  0.509

3.
Here is 3 unconnected molecules or ions with the total composition C24H45B2F9N5O11PS3 in a non-equilibrium geometry from OMol25. Energies are from ωB97M-V/def2-TZVPD.

As for the total charge: 0. As for the SMILES: CCN(CC)C(=S)SCCC[C@]1(B(C)O)[C@](B(O)O)(P(O)O)[C@@H](CCOCC(F)(F)C(F)(F)C(F)(F)C(F)F)[C@H]([C@H](C)F)OS1(=O)=O.NC(N)=O.NC(N)=O. The calculation puts the orbital gap at 8.3 eV. For the molecular weight, the calculation gives 899.4 g mol⁻¹.

Last column: Mulliken charge in e.
Geometry (Å):
1 S 5.2188 1.5781 0.9127  -0.052
2 S 2.2492 -3.3562 -0.9123  1.419
3 S 7.3846 -0.5562 1.8947  -0.141
4 P 0.8748 -2.9755 2.0764  0.106
5 F -2.8436 -4.5705 -1.1377  -0.296
6 F -3.6148 1.9998 1.1471  -0.287
7 F -2.4661 2.1390 -1.0104  -0.270
8 F -4.3878 6.2614 -1.3808  -0.294
9 F -3.5688 4.5065 -2.7897  -0.239
10 F -6.2664 2.4013 -0.5691  -0.309
11 F -2.5403 4.7230 0.0980  -0.284
12 F -4.9406 1.7950 -2.5648  -0.296
13 F -4.7714 4.4953 0.9114  -0.283
14 O -0.5381 -3.5738 2.8927  -0.406
15 O 0.3716 0.9092 1.2188  -0.613
16 O 1.9199 0.8761 -1.3929  -0.804
17 O 3.3143 -3.9872 0.0676  -0.653
18 O -4.2188 -0.7813 -1.3059  -0.447
19 O 0.9114 -4.4023 -0.9041  -0.424
20 O 2.8857 -3.4133 -2.3180  -0.714
21 O -3.0787 6.6006 -7.9060  -0.653
22 O -1.2908 -0.6630 2.2748  -0.416
23 O 1.5391 -1.8121 3.2467  -0.490
24 O -5.1145 -2.3912 2.1232  -0.629
25 N 6.5577 1.5287 3.4867  -0.044
26 N -4.9544 6.8302 -6.6792  -0.357
27 N -5.6070 -4.0194 3.6006  -0.441
28 N -3.6191 -2.9435 3.7153  -0.264
29 N -3.2818 5.4865 -5.9583  -0.295
30 C -1.4537 -4.9797 -1.4183  0.335
31 C 6.8802 3.0069 3.1973  -0.327
32 C 6.4135 0.8193 2.1387  -0.248
33 C 5.0504 0.5571 -0.6494  -0.562
34 C -1.2525 -5.8065 -2.8281  -1.103
35 C -3.7638 2.4303 -0.2935  0.734
36 C 4.7984 0.1720 4.9529  -0.808
37 C 0.9043 -0.8905 -3.1046  -0.672
38 C -5.0177 1.7104 -1.0653  0.783
39 C -4.4257 4.7731 -1.6108  0.158
40 C -3.8702 4.0867 -0.2300  0.590
41 C -3.3093 -1.3131 -0.2366  0.292
42 C 5.2500 1.5796 4.2445  -0.335
43 C -0.3425 -3.7355 -1.2864  -0.219
44 C 4.4532 -0.9573 -0.4321  -0.438
45 C -1.8596 -1.5758 -1.0225  -1.013
46 C 1.7534 -1.5911 -0.3709  0.180
47 C 0.4052 -1.8175 0.5735  -0.254
48 C 3.0677 -1.0336 0.4588  -0.553
49 C -3.7301 6.3234 -6.9114  0.614
50 C 8.2060 3.2064 2.2505  -0.924
51 C -4.8003 -3.0744 3.0849  0.695
52 C -0.8374 -2.5614 -0.2156  0.208
53 C -5.2252 0.1172 -0.7138  -0.749
54 B -0.1437 -0.4609 1.3192  0.726
55 B 1.5381 -0.5614 -1.6311  1.019
56 H -3.7406 -2.2760 0.2694  0.055
57 H 3.3575 -1.7163 1.3946  0.380
58 H 8.0685 2.8520 1.1404  0.229
59 H -5.3292 7.4647 -7.3722  0.210
60 H -1.2025 0.1064 2.9409  0.211
61 H -3.2513 -0.4663 0.5683  0.150
62 H 7.1566 3.4702 4.2619  0.372
63 H 4.5036 1.1822 -1.4907  0.186
64 H 5.4134 2.3600 5.1324  0.307
65 H -0.2536 -0.6576 -3.2093  0.203
66 H -3.3423 -3.4968 4.5086  0.155
67 H 1.0692 -1.9752 -3.5046  0.223
68 H -5.5060 6.6138 -5.8661  0.159
69 H -6.5060 -4.1504 3.1555  0.243
70 H 4.8576 -0.7719 4.2605  0.192
71 H 1.4358 -0.1580 -3.8831  0.350
72 H -6.2671 -0.1901 -1.2086  0.385
73 H -1.3860 -5.1109 -3.7699  0.280
74 H 5.9346 3.6152 2.8343  0.303
75 H -0.2042 -3.3404 -2.3813  -0.046
76 H -2.3642 5.0829 -6.0943  0.174
77 H -2.9820 -2.2431 3.3588  0.085
78 H 4.3892 -1.4555 -1.4879  0.411
79 H -1.4349 -0.5526 -1.3764  -0.118
80 H -1.9038 -6.7965 -2.8823  0.344
81 H 1.5066 -2.2921 4.1436  0.265
82 H 9.1694 2.7359 2.7742  0.249
83 H -1.5365 -3.1588 0.5480  0.404
84 H -2.1711 -2.1622 -2.0152  0.339
85 H -0.1209 -6.1826 -2.8669  0.283
86 H 2.7978 0.0132 0.9065  0.117
87 H 1.0572 1.0223 1.9643  0.302
88 H -5.3828 -0.0255 0.4474  0.310
89 H -5.5732 4.5278 -1.8161  0.267
90 H 3.6490 0.3032 5.2475  0.217
91 H -0.3916 -4.5823 2.9508  0.391
92 H 6.1620 0.4064 -1.0598  0.420
93 H 4.3341 1.9773 3.6346  0.250
94 H 2.3992 1.1503 -2.2303  0.227
95 H -1.1474 -5.7414 -0.5515  0.173
96 H 5.3134 -1.5544 0.1439  0.153
97 H 8.4206 4.3781 2.1893  0.336
98 H 5.3587 0.0321 5.9939  0.299
99 H -5.3659 -4.5919 4.3919  0.149
100 H -3.8035 5.2460 -5.1324  0.153

Here are the calculated E_HOMO numbers, same order: -12.625, -7.283, -8.697 (eV).
Here are the calculated E_tot numbers, same order: -56682.5590, -114866.3697, -123186.8168 (eV).
Here are the calculated LUMO level numbers, same order: -4.34, 1.57, -0.38 (eV).